{"formula": "C17H64N12O15", "method": "the ωB97M-V functional and the def2-TZVPD basis", "relative_energy_ev": 0.000, "e_lumo_ev": 0.3861, "total_charge": 0, "e_homo_ev": -8.6, "multiplicity": 1, "species": ["C", "C", "O", "H", "H", "H", "H", "H", "H", "C", "C", "O", "H", "H", "H", "H", "H", "H", "C", "O", "N", "N", "H", "H", "H", "H", "C", "O", "N", "N", "H", "H", "H", "H", "C", "O", "N", "N", "H", "H", "H", "H", "C", "O", "N", "N", "H", "H", "H", "H", "C", "O", "N", "N", "H", "H", "H", "H", "C", "O", "N", "N", "H", "H", "H", "H", "C", "O", "H", "H", "H", "H", "C", "O", "H", "H", "H", "H", "C", "O", "H", "H", "H", "H", "C", "O", "H", "H", "H", "H", "C", "O", "H", "H", "H", "H", "C", "O", "H", "H", "H", "H", "C", "O", "H", "H", "H", "H"], "coordinates": [[-12.85000, -6.48500, -5.08100], [-11.97100, -5.31800, -4.98000], [-12.01000, -4.65000, -3.70900], [-12.62800, -7.03000, -6.00900], [-13.90500, -6.22400, -5.20600], [-12.78300, -7.15900, -4.25600], [-12.32000, -4.65900, -5.75200], [-10.96100, -5.61600, -5.32700], [-11.78100, -5.36100, -3.08300], [-15.36700, -4.65700, -7.01700], [-16.67300, -3.93200, -7.38600], [-16.41700, -2.89900, -8.30100], [-14.94200, -5.10900, -7.90800], [-15.66000, -5.36500, -6.23200], [-14.59300, -4.13000, -6.52900], [-17.18800, -3.44500, -6.52800], [-17.46900, -4.61300, -7.73100], [-16.78900, -3.17900, -9.10500], [-9.23200, -6.88500, -6.96400], [-10.52700, -7.31300, -7.28500], [-8.73600, -5.71300, -7.13800], [-8.33300, -7.66900, -6.54200], [-9.46300, -4.97200, -7.35200], [-7.75200, -5.45000, -6.90200], [-8.43900, -8.62800, -6.36700], [-7.52800, -7.26000, -6.12500], [-12.51900, -10.32600, -7.00800], [-13.05600, -9.62700, -5.97000], [-11.50400, -9.97400, -7.69800], [-13.10700, -11.40600, -7.44700], [-11.03500, -9.09000, -7.49500], [-11.20800, -10.57000, -8.44400], [-14.09700, -11.48400, -7.04700], [-13.07900, -11.73200, -8.44400], [-16.78100, -7.54200, -4.01900], [-16.44700, -7.55000, -5.36400], [-16.27300, -8.40700, -3.18800], [-17.68300, -6.69400, -3.54300], [-15.52500, -8.93600, -3.51200], [-16.34500, -8.31700, -2.16900], [-18.11000, -6.04500, -4.19000], [-17.91800, -6.59000, -2.61200], [-7.57400, -5.38600, -3.74400], [-8.73200, -6.19300, -3.61800], [-6.41700, -5.83800, -3.37100], [-7.45700, -4.34700, -4.55400], [-6.33400, -6.64600, -2.75100], [-5.64400, -5.13000, -3.35300], [-8.36800, -3.95200, -4.82500], [-6.95900, -3.56800, -4.06200], [-11.86100, -4.11200, -8.36400], [-10.61800, -3.98500, -7.66700], [-12.42100, -3.05400, -8.95900], [-12.42300, -5.25100, -8.42000], [-12.02500, -2.16000, -8.66400], [-13.29200, -2.90000, -9.41300], [-11.87900, -6.01800, -8.06600], [-13.27000, -5.44100, -8.91100], [-10.61600, -1.92500, -4.89900], [-9.70900, -2.95100, -4.90200], [-11.69500, -2.02300, -4.22200], [-10.40700, -0.72100, -5.45000], [-11.80100, -2.99700, -3.80300], [-12.36600, -1.26600, -4.14100], [-9.56300, -0.61600, -6.06900], [-10.99200, 0.14600, -5.33600], [-14.26600, -3.43100, -2.11000], [-14.58100, -4.78100, -2.28700], [-13.23600, -3.32300, -1.80300], [-14.96800, -2.95700, -1.48500], [-14.29900, -2.82300, -3.00700], [-13.92400, -5.12700, -2.86200], [-9.95300, -3.61300, -1.67000], [-8.80300, -3.03000, -1.03300], [-10.83700, -3.02900, -1.74900], [-10.18300, -4.54400, -1.23800], [-9.56600, -3.82400, -2.69700], [-8.43300, -2.44700, -1.69500], [-14.82300, -8.17000, -8.19600], [-15.49700, -9.39000, -8.30000], [-15.30500, -7.56200, -8.91600], [-13.78300, -8.28400, -8.37800], [-14.93000, -7.65500, -7.21000], [-15.21400, -9.83200, -9.12500], [-9.88200, -9.56100, -4.47200], [-9.52600, -10.21500, -5.67200], [-9.80300, -10.08500, -3.52200], [-10.92600, -9.27100, -4.63000], [-9.24700, -8.70200, -4.36400], [-10.35700, -10.45400, -6.10400], [-11.01000, -7.29300, -1.96000], [-12.08300, -6.50700, -1.58000], [-10.11800, -6.86300, -1.50000], [-10.94800, -7.31500, -3.03300], [-11.10000, -8.28400, -1.62300], [-12.24200, -6.78700, -0.67300], [-14.01400, -1.52500, -6.27000], [-15.14300, -0.97800, -6.79400], [-13.45200, -2.30700, -6.81400], [-14.31400, -1.94000, -5.30800], [-13.29800, -0.78200, -6.08800], [-15.60500, -1.65200, -7.27800], [-13.41000, -9.55400, -2.50800], [-14.20700, -10.15200, -3.51800], [-13.75300, -10.05500, -1.62400], [-13.49500, -8.49600, -2.32700], [-12.39800, -9.87200, -2.63600], [-13.75800, -10.07500, -4.38100]], "lowdin_charge": [-0.0705, -0.2741, -0.1111, 0.0633, 0.0634, 0.0580, 0.0835, 0.1072, 0.0568, -0.0571, -0.2778, -0.0785, 0.0495, 0.0602, 0.0340, 0.1233, 0.1235, 0.0724, -0.5877, -0.1482, 0.1728, 0.1916, 0.0509, 0.1354, 0.0703, 0.1093, -0.6509, -0.0833, 0.1812, 0.1438, 0.0779, 0.1301, 0.1582, 0.1349, -0.5723, -0.1303, 0.1933, 0.1696, 0.0305, 0.1355, 0.1132, 0.0756, -0.5923, -0.1259, 0.1435, 0.1337, 0.1271, 0.1377, 0.0379, 0.1323, -0.5252, -0.1489, 0.1707, 0.2178, 0.1179, 0.1023, 0.0811, 0.1054, -0.5950, -0.1263, 0.1817, 0.1356, 0.0909, 0.1130, 0.1342, 0.1300, -0.1643, -0.0933, 0.0633, 0.0675, 0.0542, 0.0134, -0.1382, -0.1121, 0.0520, 0.0519, 0.0614, 0.0567, -0.1877, -0.1151, 0.0596, 0.0534, 0.0689, 0.0857, -0.1488, -0.1320, 0.0786, 0.0698, 0.0486, 0.0371, -0.1779, -0.1212, 0.0842, 0.0596, 0.0619, 0.1087, -0.2207, -0.0702, 0.0677, 0.0718, 0.0409, 0.0169, -0.1491, -0.1422, 0.0790, 0.0582, 0.0613, 0.0343]}